1.
This record from the OMol25 dataset describes a cluster of 2 separate species, C3H5PS in total. The level of theory is ωB97M-V/def2-TZVPD.

The geometry in XYZ format:
```
10
Properties=species:S:1:pos:R:3:forces:R:3:nbo_charge:R:1
P -1.04574 -0.54995 -1.53426 0.1 0.0 1.1 0.571
H -3.75780 0.23537 -0.13556 4.2 -0.8 -0.3 0.204
S -1.30342 0.72639 1.18860 0.4 -0.7 0.7 0.329
H 0.73100 -0.89130 1.33860 -1.3 1.2 -0.1 0.225
C 0.36711 0.07825 0.86908 0.7 -0.9 -1.2 -0.546
H 0.95022 0.87313 1.23510 1.2 0.8 0.6 0.222
H 1.41652 -0.86014 -0.74706 -0.8 1.1 -0.6 0.235
C -1.91912 -0.02765 -0.18513 -4.0 0.6 -1.4 -0.790
H 0.88829 0.85579 -1.13943 0.8 1.4 -0.6 0.216
C 0.63421 -0.04974 -0.68332 -1.3 -2.6 1.7 -0.666
```
Positions in Å, forces in eV/Å.

Output
Kohn-Sham gap = 7.861 eV
Lowest unoccupied orbital energy = -0.2478 eV
Largest force on an atom = 4.3 eV Å⁻¹
E_tot = -856.6846 Ha
HOMO energy = -8.108 eV

=====

2.
This record from the OMol25 dataset describes an isolated molecule of C3H5PS. The level of theory is ωB97M-V/def2-TZVPD.

The geometry in XYZ format:
```
10
Properties=species:S:1:pos:R:3:forces:R:3:lowdin_spin:R:1
H 0.19232 -1.10286 1.24576 0.9 -1.9 3.3 0.036
C 0.08178 -0.71688 0.33254 -2.8 0.0 -2.7 0.663
H 1.76192 -1.22914 -0.92376 -0.2 -0.9 -0.3 0.024
H 0.60355 0.04715 -1.53093 1.2 -0.5 1.2 0.004
H 1.82588 0.66212 1.39862 0.2 0.1 -0.3 0.001
S 2.38474 0.66461 0.16733 -0.2 0.4 0.3 0.107
H -3.38946 1.42719 -0.21826 -1.3 2.4 0.1 0.046
C -3.08279 0.45540 -0.13919 3.3 -4.3 -0.1 0.701
P -1.49038 0.22789 0.28620 -0.9 3.1 0.3 0.329
C 1.11245 -0.43547 -0.61831 -0.3 1.5 -1.7 0.087
```
Positions in Å, forces in eV/Å.

Output
Kohn-Sham gap (spin up / spin down) = 6.905 / 7.477 eV
Lowest unoccupied orbital energy (spin up / spin down) = -0.1986 / -1.9929 eV
Multiplicity = 3
Largest force on an atom = 5.4 eV Å⁻¹
E_tot = -856.5790 Ha
HOMO energy (spin up / spin down) = -7.104 / -9.470 eV

=====

3.
This record from the OMol25 dataset describes an isolated molecule of C3H5PS2. The level of theory is ωB97M-V/def2-TZVPD.

The geometry in XYZ format:
```
11
Properties=species:S:1:pos:R:3:forces:R:3:nbo_charge:R:1
S 0.42573 -0.03950 3.32672 -0.4 -0.5 -1.0 -0.386
H -1.09412 1.39907 -2.15639 0.0 0.2 0.0 0.207
H 0.91700 -1.18620 -0.47732 0.0 0.0 0.1 0.252
C -0.53645 0.61751 -1.66433 -0.3 -0.1 -0.2 -0.354
H 1.80416 0.01425 0.52961 -0.1 -0.1 0.1 0.260
S -1.77446 -1.89316 1.30060 1.2 0.8 0.1 -0.381
C 0.09563 0.79709 -0.52085 0.2 0.1 0.0 -0.208
H 0.10419 1.76172 -0.02827 0.0 0.1 0.0 0.214
C 0.82591 -0.31069 0.16900 -0.4 -0.3 0.6 -0.754
P -0.20243 -0.80700 1.65954 -0.2 0.0 0.4 0.954
H -0.56516 -0.35309 -2.13833 0.1 -0.1 -0.1 0.195
```
Positions in Å, forces in eV/Å.

Output
Kohn-Sham gap = 8.307 eV
Lowest unoccupied orbital energy = -1.1147 eV
Largest force on an atom = 1.5 eV Å⁻¹
E_tot = -1255.0375 Ha
HOMO energy = -9.422 eV

=====

4.
This record from the OMol25 dataset describes a structure of composition C3H6AgO2. The level of theory is ωB97M-V/def2-TZVPD.

The geometry in XYZ format:
```
12
Properties=species:S:1:pos:R:3:forces:R:3:nbo_charge:R:1
O -1.63517 -1.47148 2.32641 0.0 0.1 0.2 -0.685
H 0.10021 -2.02082 1.31107 -0.1 0.2 0.0 0.194
H -2.15275 -2.21011 1.99190 0.0 0.0 0.0 0.477
H -1.79935 -0.11251 -1.97917 0.2 -0.2 0.4 0.245
C -1.09433 -0.79940 0.08548 0.1 0.8 -1.3 -0.035
C -0.59946 -1.17593 1.42173 0.1 -0.2 -0.1 -0.139
H -0.03106 -0.33568 1.84517 -0.2 -0.2 -0.1 0.207
H 1.61616 1.11724 -1.65502 -0.1 0.2 0.1 0.529
H 1.09125 2.57092 -1.40226 0.2 -0.3 0.0 0.526
C -1.41109 -0.40507 -1.01855 0.0 -0.4 0.9 -0.263
O 1.89294 2.02736 -1.47028 0.0 0.1 0.0 -1.038
Ag 4.02266 2.81548 -1.45647 -0.2 -0.1 0.0 0.982
```
Positions in Å, forces in eV/Å.

Output
Total charge = +1
Kohn-Sham gap = 6.439 eV
Lowest unoccupied orbital energy = -6.3385 eV
Largest force on an atom = 1.6 eV Å⁻¹
E_tot = -414.9806 Ha
HOMO energy = -12.777 eV

=====

5.
This record from the OMol25 dataset describes a structure of composition C3H6AlNNaO3. The level of theory is ωB97M-V/def2-TZVPD.

The geometry in XYZ format:
```
15
Properties=species:S:1:pos:R:3:forces:R:3:nbo_charge:R:1
H 0.27095 1.12517 -1.67489 -0.2 0.3 -0.2 0.234
H 0.55127 2.13425 -0.24622 -0.1 0.2 0.2 0.235
Na 0.65511 -0.28432 2.34242 -0.4 -0.7 -0.4 0.918
Al -1.21651 0.21119 0.17188 -0.5 -0.1 -0.6 1.342
C -0.99774 -1.75328 -0.11327 0.2 0.5 0.1 0.343
H 2.23618 0.12907 -1.33092 0.0 -0.2 -0.2 0.139
H 3.09047 -0.47798 0.48429 0.1 -0.1 0.2 0.337
O -1.12297 -2.21778 -1.26738 0.0 -0.4 0.0 -0.788
N 2.22602 0.00281 0.69410 0.0 0.4 0.1 -0.821
O -0.60088 -2.37686 0.93025 0.4 -0.2 0.4 -0.882
C 0.46848 1.11247 -0.60859 -0.2 0.1 0.1 -1.007
O -2.61587 0.99207 -0.57435 0.1 0.2 0.3 -1.193
H -3.39671 0.56537 -0.21383 -0.2 0.1 -0.2 0.460
C 1.70356 0.39203 -0.41636 0.4 -0.3 -0.1 0.220
H -1.25136 0.44578 1.82286 0.2 0.3 0.2 -0.536
```
Positions in Å, forces in eV/Å.

Output
Total charge = -1
Kohn-Sham gap = 4.121 eV
Lowest unoccupied orbital energy = 1.8562 eV
Largest force on an atom = 0.9 eV Å⁻¹
E_tot = -803.2453 Ha
HOMO energy = -2.265 eV

=====

6.
This record from the OMol25 dataset describes a cluster of 2 separate species, C3H6BNO2 in total. The level of theory is ωB97M-V/def2-TZVPD.

The geometry in XYZ format:
```
13
Properties=species:S:1:pos:R:3:forces:R:3:nbo_charge:R:1
H -0.40362 -1.89720 0.96842 -0.2 -0.1 -1.1 0.339
O 1.54806 -0.91310 2.07711 0.6 -0.8 0.8 -0.507
H -2.17628 -0.72050 0.65964 -0.6 0.4 0.1 0.155
O 0.44148 1.06603 1.51126 -1.1 0.9 1.1 -0.622
H -0.15961 1.35001 -1.46579 0.7 -0.4 -0.1 0.264
H 1.59950 1.06033 -1.80274 0.5 -0.6 -0.8 0.254
C 0.90012 1.50389 -1.14726 -1.7 0.4 1.0 -1.005
H 0.96962 2.57806 -1.24531 0.4 0.4 0.3 0.260
C 1.36797 -0.03521 1.33285 0.0 -0.6 -0.1 0.521
B 0.98179 0.94106 0.30200 0.7 0.7 -2.4 0.834
H -2.44300 -1.51974 -1.05350 0.3 0.5 0.4 0.168
C -1.84081 -1.36368 -0.13800 0.1 -0.8 -0.4 -0.068
N -0.78522 -2.04993 0.00131 0.2 0.1 1.0 -0.592
```
Positions in Å, forces in eV/Å.

Output
SMILES = CB1OC1=O.C=N
Kohn-Sham gap = 10.367 eV
Lowest unoccupied orbital energy = 0.2442 eV
Largest force on an atom = 2.6 eV Å⁻¹
E_tot = -347.9620 Ha
HOMO energy = -10.123 eV